Entry 1:
Below is a structure of composition C47H36AlN2O4S6Sb, with properties calculated with the ωB97M-V functional and the def2-TZVPD basis.

Values from the calculation:
Net charge: 0
Max |F| (eV/A): 0.970
Multiplicity: 1
Gap between HOMO and LUMO (alpha / beta) (eV): 4.49 / 6.29

Element x y z (Å)
Al (-1.20756, 0.04023, 1.08491)
S (-3.95639, 0.92685, 3.25454)
Sb (-2.60241, -0.97670, 4.37451)
S (-2.66624, 1.71310, 1.97369)
S (-1.97971, -1.79446, 2.15263)
S (-0.75483, 0.22952, 4.95883)
O (-1.14187, 7.96625, -0.30862)
C (-0.50225, 7.05572, 0.45774)
O (0.27160, 7.43142, 1.29441)
C (-0.77894, 5.61391, 0.19416)
C (-1.51020, 5.14032, -0.89521)
C (-1.67411, 3.78792, -1.11192)
C (-1.09984, 2.84778, -0.24591)
C (-0.36648, 3.33001, 0.84979)
C (-0.22121, 4.68420, 1.06685)
N (-1.19836, 1.46514, -0.41678)
C (-1.59607, 0.95907, -1.58777)
C (-1.54180, -0.43958, -1.73466)
C (-1.85637, -1.11725, -2.92528)
C (-1.69597, -2.47531, -2.98242)
C (-1.21314, -3.15387, -1.85303)
C (-0.94541, -2.43574, -0.71366)
N (-1.11369, -1.10557, -0.62753)
H (-1.76849, 7.54690, -0.90593)
H (-1.96175, 5.81440, -1.61534)
H (-2.27097, 3.47356, -1.95609)
H (0.11156, 2.62228, 1.51423)
H (0.33753, 5.05143, 1.91717)
H (-1.91336, 1.57236, -2.41961)
H (-2.19816, -0.55016, -3.78059)
H (-1.92890, -3.02175, -3.88684)
H (-1.05454, -4.22233, -1.86268)
H (-0.59645, -2.92512, 0.18424)
C (6.06412, 0.10075, 5.72451)
C (4.98739, 0.14159, 4.67683)
C (3.71433, -0.36410, 4.92992)
C (2.72677, -0.37550, 3.95897)
C (3.02338, 0.14506, 2.71304)
C (4.27551, 0.69178, 2.44007)
C (5.24839, 0.69115, 3.42291)
S (2.02316, 0.04675, 1.23931)
O (0.53722, 0.21630, 1.56020)
C (2.20728, -1.70700, 0.96717)
C (1.44163, -2.53629, 1.81090)
C (1.53158, -3.88606, 1.69096)
C (2.35621, -4.46551, 0.70217)
C (2.42517, -5.87069, 0.54406)
C (3.20113, -6.42677, -0.43000)
C (3.92826, -5.59884, -1.30864)
C (3.89184, -4.24070, -1.17352)
C (3.12707, -3.63020, -0.14587)
C (3.08869, -2.20505, 0.02666)
C (4.08454, -1.39210, -0.75632)
C (5.47250, -1.60533, -0.43634)
C (5.87566, -2.34690, 0.70511)
C (7.19730, -2.52122, 1.00231)
C (8.19539, -1.97349, 0.17302)
C (7.84295, -1.23947, -0.92156)
C (6.48191, -1.02293, -1.24296)
C (6.10885, -0.22224, -2.34586)
C (4.80004, 0.04789, -2.58584)
C (3.78608, -0.51053, -1.77623)
S (2.07520, -0.13986, -2.25165)
O (1.86945, -0.74611, -3.58836)
C (2.32636, 1.63149, -2.57844)
C (1.92278, 2.07078, -3.82640)
C (2.02762, 3.41470, -4.15874)
C (2.51734, 4.34274, -3.24831)
C (2.65453, 5.79825, -3.59922)
C (2.92037, 3.88216, -1.99513)
C (2.83542, 2.54325, -1.66007)
H (5.75810, -0.49644, 6.58151)
H (6.29278, 1.10866, 6.07665)
H (6.98351, -0.32032, 5.31665)
H (3.48304, -0.76799, 5.90852)
H (1.73484, -0.74052, 4.19168)
H (4.49043, 1.09824, 1.45737)
H (6.22041, 1.12207, 3.21416)
H (0.78064, -2.08844, 2.54076)
H (0.95640, -4.52576, 2.34998)
H (1.83852, -6.49290, 1.20920)
H (3.24565, -7.50140, -0.55032)
H (4.51789, -6.04280, -2.10002)
H (4.43617, -3.61448, -1.86607)
H (5.12222, -2.75948, 1.36120)
H (7.48297, -3.08274, 1.88246)
H (9.23905, -2.12779, 0.41489)
H (8.60071, -0.79691, -1.55703)
H (6.88148, 0.18094, -2.98952)
H (4.51130, 0.67317, -3.41982)
H (1.54413, 1.34207, -4.53289)
H (1.71609, 3.74157, -5.14406)
H (2.10146, 6.04118, -4.50573)
H (3.70476, 6.04402, -3.77128)
H (2.29597, 6.43018, -2.78624)
H (3.30201, 4.58675, -1.26472)
H (3.18273, 2.22554, -0.68674)

---

Entry 2:
Below is a structure of composition C47H36Cl4NO2P2PbSi, with properties calculated with the ωB97M-V functional and the def2-TZVPD basis.

Values from the calculation:
Net charge: +1
Max |F| (eV/A): 3.316
Multiplicity: 1
Gap between HOMO and LUMO (eV): 6.78
Relative energy (zero: lowest compared OMol25 entry of this formula, charge and spin) (kcal/mol): 348.8

Element x y z (Å)
Pb (0.21698, -1.00594, -1.30798)
C (2.05392, -1.44320, 2.93731)
C (2.95164, -2.48897, 2.80175)
C (3.12096, -3.09433, 1.56688)
C (2.38944, -2.67826, 0.45212)
C (1.44642, -1.64671, 0.58481)
C (1.30789, -1.04913, 1.83813)
C (2.68291, -3.25911, -0.88790)
C (3.71495, -4.21055, -1.10118)
C (3.97923, -4.64091, -2.36252)
C (3.23232, -4.14557, -3.45610)
C (3.48830, -4.52711, -4.79155)
C (2.74783, -4.00424, -5.81228)
C (1.71899, -3.08201, -5.53085)
C (1.44790, -2.70292, -4.24617)
C (2.20440, -3.22319, -3.17275)
N (1.95612, -2.81481, -1.88965)
H (1.94582, -0.93457, 3.88694)
H (3.53681, -2.82156, 3.64873)
H (3.84471, -3.89354, 1.49240)
H (0.61194, -0.22664, 1.88996)
H (4.29210, -4.58692, -0.27251)
H (4.76820, -5.36071, -2.54459)
H (4.28433, -5.23469, -4.98804)
H (2.94941, -4.28815, -6.83603)
H (1.14394, -2.66052, -6.34451)
H (0.66733, -1.97922, -4.05332)
Cl (-1.05310, -1.92584, 1.70956)
C (-2.67187, -2.42606, 1.32284)
C (-2.93844, -3.78816, 1.34437)
C (-4.21437, -4.24278, 1.06737)
C (-5.22529, -3.33760, 0.77292)
C (-4.94893, -1.98458, 0.75127)
C (-3.66329, -1.49901, 1.02269)
P (-3.50720, 0.31649, 1.08924)
C (-4.03346, 0.73912, 2.75680)
C (-3.09885, 0.48342, 3.76164)
C (-3.43793, 0.67918, 5.09029)
C (-4.70866, 1.12171, 5.42459)
C (-5.64600, 1.35905, 4.42911)
C (-5.31869, 1.15895, 3.09771)
C (-4.55351, 0.89628, -0.26529)
C (-4.23392, 0.34427, -1.51022)
C (-4.91127, 0.74091, -2.64847)
C (-5.91445, 1.69706, -2.55942)
C (-6.23365, 2.25100, -1.33020)
C (-5.55873, 1.85599, -0.18364)
H (-2.13944, -4.47775, 1.57790)
H (-4.41694, -5.30503, 1.08286)
H (-6.22757, -3.68293, 0.56078)
H (-5.74423, -1.28682, 0.52078)
H (-2.09376, 0.16944, 3.51123)
H (-2.70438, 0.48428, 5.86059)
H (-4.97274, 1.27478, 6.46239)
H (-6.64144, 1.69403, 4.68764)
H (-6.07717, 1.31820, 2.34831)
H (-3.45953, -0.41003, -1.59009)
H (-4.65351, 0.30658, -3.60491)
H (-6.44075, 2.01453, -3.44951)
H (-7.00943, 3.00112, -1.25715)
H (-5.80266, 2.33623, 0.75034)
O (2.05698, 0.88120, -4.14548)
C (2.13614, 1.36015, -3.05367)
O (2.16584, 0.69902, -1.89122)
C (2.14935, 2.83408, -2.64967)
P (2.38108, 2.40366, -0.89658)
C (2.14457, 3.93653, 0.18529)
C (1.88913, 5.26869, 0.62606)
C (1.35956, 5.52176, 1.84833)
C (0.72751, 4.67149, 2.86449)
C (0.41342, 3.38230, 3.12197)
C (1.85228, 2.77584, 0.74355)
C (4.17791, 2.16588, -0.70276)
C (5.03177, 3.26384, -0.76225)
C (6.39847, 3.09733, -0.60175)
C (6.92110, 1.83300, -0.36931)
C (6.07517, 0.73560, -0.31063)
C (4.70887, 0.89649, -0.49021)
H (1.26656, 3.37525, -2.98175)
H (3.04901, 3.37445, -2.94074)
H (2.14421, 6.10645, -0.00987)
H (1.35525, 6.57449, 2.11756)
H (0.37750, 5.27277, 3.70017)
H (-0.48033, 1.10162, 2.59093)
H (-0.58323, 0.38213, 0.17514)
H (4.63153, 4.25738, -0.92908)
H (7.05394, 3.95636, -0.65651)
H (7.98786, 1.70394, -0.24273)
H (6.47751, -0.25378, -0.13619)
H (4.06302, 0.02764, -0.47399)
Cl (0.57687, 2.05577, 1.84489)
Si (-1.44278, 1.52271, 0.67705)
Cl (-2.30681, 3.34262, 1.03365)
Cl (-1.20892, 1.60077, -1.39008)